C24H43BiClP2 as an isolated structure at a distorted geometry, computed with ωB97M-V/def2-TZVPD.

```
71
Properties=species:S:1:pos:R:3:lowdin_charge:R:1
Bi 0.2435 1.1751 -1.5367 1.72
C -0.8468 -2.4876 3.6617 -0.20
C 0.4598 -2.8146 3.2072 -0.22
C 0.6193 -1.0159 4.6373 -0.18
C -0.7471 -1.3839 4.5458 -0.25
C 1.3671 -1.9011 3.8059 -0.21
C -2.0792 -3.2412 3.3513 -0.02
H -2.0421 -3.6530 2.3330 0.08
H -2.9648 -2.5967 3.4363 0.08
H -2.2187 -4.0893 4.0442 0.11
C -1.8462 -0.7896 5.3321 -0.05
H -2.8134 -0.9835 4.8571 0.07
H -1.7133 0.2939 5.4299 0.07
H -1.8843 -1.2121 6.3477 0.09
C 1.1755 0.0281 5.5187 -0.02
H 1.3074 -0.3408 6.5487 0.11
H 0.5029 0.8944 5.5661 0.08
H 2.1549 0.3623 5.1601 0.07
C 2.8350 -1.9277 3.6691 -0.05
H 3.3001 -2.6151 4.3982 0.10
H 3.2647 -0.9306 3.8394 0.07
H 3.1308 -2.2691 2.6662 0.07
C 0.8157 -3.9586 2.3484 -0.05
H 0.9594 -4.8740 2.9406 0.10
H 1.7469 -3.7634 1.8109 0.07
H 0.0236 -4.1618 1.6189 0.07
C -1.2939 1.5380 -3.0278 -0.45
C -2.1273 0.2601 -3.1101 -0.49
C -1.5282 -0.8002 -4.0513 -0.22
C -0.1179 -1.3146 -3.7454 -0.18
C 0.8160 -0.5136 -2.8547 -0.34
C 1.4429 0.7280 -3.3377 -0.34
C 0.8825 1.4667 -4.5429 -0.17
C -0.5847 1.9688 -4.3372 -0.18
H -1.5465 -0.4021 -5.0809 0.11
H 0.3868 -1.4891 -4.7089 0.13
H -2.2172 -1.6607 -4.0828 0.10
H -1.1935 1.6708 -5.2081 0.12
H -1.8884 2.3696 -2.6096 0.09
H -3.0825 0.5770 -3.5777 0.09
H -0.5578 3.0749 -4.3596 0.12
H 1.5258 2.3399 -4.7731 0.12
H 2.5161 0.8532 -3.1408 0.11
H 0.9295 0.8273 -5.4469 0.13
H -0.2155 -2.3243 -3.3228 0.12
H 1.4304 -1.1549 -2.2135 0.11
P -3.2140 -0.6044 -1.6286 0.89
C -4.4273 0.7374 -1.3070 -0.30
C -4.3489 -1.7142 -2.5511 -0.32
P 3.6280 4.4913 0.0616 0.79
C 1.9578 3.9488 -0.1836 -0.34
C 4.3447 2.7722 0.1904 -0.31
C 3.8916 4.8408 -1.7419 -0.33
H -4.1881 1.2130 -0.3440 0.03
H -5.4214 0.2724 -1.2398 0.04
H -4.4134 1.4874 -2.1131 0.04
H -3.8545 -2.6890 -2.6805 0.04
H -4.6028 -1.2797 -3.5263 0.05
H -5.2671 -1.8350 -1.9590 0.05
H 3.2676 4.1793 -2.3629 0.02
H 4.9525 4.7113 -1.9980 0.04
H 3.6072 5.8887 -1.9271 0.04
H 1.4325 3.3677 0.5889 -0.01
H 1.2934 4.4846 -0.8749 0.00
H 4.7112 2.6294 1.2131 0.02
H 5.1856 2.6380 -0.5028 0.04
H 3.5695 2.0197 -0.0109 0.01
Cl -1.1467 0.4719 1.4677 0.54
C 0.0264 -0.2491 0.4021 -0.72
H -0.3077 -1.2497 0.1035 0.01
H 0.9964 -0.2915 0.9178 0.01
```

The total charge is +1. Its lowest unoccupied orbital energy (alpha / beta) is -4.708 / -4.675 eV. For the HOMO energy (alpha / beta), the calculation gives -9.00 / -9.12 eV. The orbital gap (alpha / beta) is 0.158 / 0.163 Ha.

C29H25GeN2O4S2Sn as an isolated structure at a distorted geometry, computed with ωB97M-V/def2-TZVPD.

```
64
Properties=species:S:1:pos:R:3:nbo_charge:R:1
Sn -0.0445 -1.1998 -1.8058 1.19
O -1.8871 -1.6584 -2.8740 -0.68
N -2.9761 -0.9472 -2.7712 0.02
C -4.1765 -1.4839 -3.1427 0.03
C -5.3589 -0.8437 -2.8933 -0.25
C -5.3528 0.4280 -2.2680 -0.15
C -4.1641 0.9637 -1.9971 -0.23
C -2.9404 0.3430 -2.3024 0.04
S -1.4153 1.1231 -2.1866 -0.25
H -4.0519 -2.3770 -3.6343 0.23
H -6.2782 -1.2827 -3.2104 0.24
H -6.2565 0.9723 -2.0820 0.23
H -4.1109 1.9738 -1.5798 0.24
N 1.4513 0.0602 -3.4353 -0.86
C 2.4366 0.5398 -2.5087 0.17
C 2.3520 1.8111 -2.0397 -0.29
C 3.2422 2.2070 -1.0847 -0.17
C 4.2403 1.3957 -0.6198 -0.32
C 4.3677 0.1191 -1.1538 -0.14
C 3.4199 -0.3742 -2.0720 -0.31
S 5.3604 1.7106 0.7416 2.42
O 4.8674 0.7793 1.7588 -1.03
O 6.6967 1.4023 0.3015 -0.99
O 5.1095 3.1124 1.0425 -1.02
H 1.8179 -0.5519 -4.1063 0.39
H 0.8993 0.7562 -3.9771 0.41
H 1.6143 2.5306 -2.4149 0.22
H 3.2148 3.2495 -0.7050 0.25
H 5.0614 -0.5746 -0.7152 0.24
H 3.3960 -1.4177 -2.4054 0.22
C 1.4603 3.8762 1.6583 -0.22
C 0.1161 3.6625 1.3147 -0.21
C -0.4264 2.4021 1.1220 -0.22
C 0.4102 1.2749 1.4092 -0.48
C 1.7266 1.4767 1.8111 -0.21
C 2.2300 2.7914 1.9046 -0.12
Ge -0.1846 -0.5350 0.9978 1.26
C 0.8622 -1.9291 1.9208 -0.48
C 2.2374 -1.9510 1.7075 -0.20
C 3.0055 -3.0314 2.2231 -0.19
C 2.4176 -4.0237 2.9451 -0.20
C 1.0639 -3.9892 3.2168 -0.23
C 0.3309 -2.9657 2.7194 -0.15
C -2.0884 -0.7084 1.0987 -0.52
C -2.7326 -1.7990 0.4840 -0.21
C -4.1023 -1.8213 0.3081 -0.22
C -4.8735 -0.7314 0.7523 -0.20
C -4.2782 0.3293 1.3739 -0.24
C -2.9102 0.2909 1.6464 -0.12
H 1.8454 4.8920 1.6296 0.22
H -0.5033 4.4971 1.1156 0.20
H -1.4857 2.3408 0.8647 0.21
H 2.4210 0.6549 1.9663 0.25
H 3.2305 2.8594 2.1943 0.25
H 2.7810 -1.1967 1.1585 0.24
H 4.0458 -3.1106 1.9866 0.22
H 3.0396 -4.8321 3.3226 0.21
H 0.6610 -4.7523 3.8046 0.21
H -0.7567 -2.8868 2.9533 0.20
H -2.1404 -2.6180 0.0597 0.21
H -4.5675 -2.7433 -0.0566 0.22
H -5.9491 -0.7953 0.6286 0.22
H -4.8850 1.1185 1.7435 0.22
H -2.5354 1.1869 2.1561 0.22
```

Its lowest unoccupied orbital energy (alpha / beta) is -1.023 / -2.541 eV. For the HOMO energy (alpha / beta), the calculation gives -7.74 / -7.91 eV. As for the spin multiplicity: 2. The orbital gap (alpha / beta) is 0.247 / 0.197 Ha.

A single C8H4N6O4 molecule at a distorted geometry, computed with ωB97M-V/def2-TZVPD.

```
22
Properties=species:S:1:pos:R:3:nbo_charge:R:1
N -0.4593 -0.8549 -4.2973 0.08
O 2.9454 -0.5165 4.1486 -0.52
O 2.1090 2.6305 4.1651 -0.51
O -0.2623 2.3870 -2.5488 -0.32
O -2.0664 1.2228 -2.2911 -0.39
N -0.3353 -1.0014 -3.1092 0.20
N -0.3056 -1.3948 -1.8049 -0.33
C 2.1304 0.1467 3.4679 0.57
C 1.7817 1.6364 3.4784 0.56
C 0.5818 -0.9914 0.3782 -0.23
C -0.0438 1.7297 0.2812 -0.20
C -0.0204 -0.4855 -0.8073 0.15
C 0.9435 -0.1129 1.3729 0.13
C 0.5739 1.2528 1.3703 0.17
C -0.3063 0.9112 -0.8415 -0.01
N 1.4871 -0.6573 2.5049 -0.56
N 0.8670 2.1010 2.4874 -0.60
N -0.8706 1.5352 -1.9345 0.48
H 0.8638 -2.0703 0.3909 0.24
H -0.2529 2.7866 0.1464 0.24
H 2.0429 -1.4831 2.4269 0.42
H 0.2382 2.8701 2.6573 0.43
```

Its lowest unoccupied orbital energy is -1.169 eV. For the HOMO energy, the calculation gives -8.94 eV. The orbital gap is 0.286 Ha.

A 2-piece molecular cluster, C21H22BrN3O4 overall at a distorted geometry, computed with ωB97M-V/def2-TZVPD.

```
51
Properties=species:S:1:pos:R:3:nbo_charge:R:1
O -5.6012 0.9556 1.9518 -0.61
O 3.7130 1.1863 1.4265 -0.62
O 2.7220 1.3277 -2.2003 -0.64
Br -9.0120 0.6066 -2.4065 0.05
O -3.4914 0.4338 2.5510 -0.68
C -4.5020 0.5180 1.6593 0.78
C 4.1809 0.0583 1.4460 0.68
C 3.6520 0.8614 -1.5504 0.68
C -4.2439 0.0577 0.2914 -0.27
C -3.0295 -0.4046 -0.1618 0.06
C -0.2813 0.3676 2.5137 -0.21
C -0.1455 1.1536 1.3565 -0.21
C 0.3299 -0.8952 2.5816 -0.24
C -6.4437 -0.3474 -3.3043 -0.24
C -6.5259 0.3303 -0.9766 -0.23
C -5.0886 -0.6801 -3.1681 -0.23
C 0.6076 0.6796 0.2675 -0.20
C 1.0858 -1.3677 1.4945 -0.17
C -7.1644 0.1576 -2.2123 -0.09
C -5.1734 -0.0032 -0.8397 0.01
C -4.4661 -0.5030 -1.9299 0.11
C 1.2330 -0.5801 0.3349 -0.04
N -3.1666 -0.7382 -1.5059 -0.52
N 4.7856 1.5748 -1.5038 -0.60
N 4.2027 -0.7654 0.3941 -0.63
C 4.8120 -0.4676 2.7142 -0.71
C 6.0946 1.2113 -0.9599 -0.41
C 2.0796 -1.0888 -0.8219 -0.42
C 3.5260 -0.5478 -0.8999 -0.12
H -3.8732 0.7872 3.3675 0.50
H -2.1244 -0.4828 0.4381 0.25
H -0.8590 0.7346 3.3501 0.22
H -0.6120 2.1275 1.3077 0.22
H 0.2232 -1.4977 3.4724 0.21
H -6.9447 -0.4801 -4.2585 0.23
H -7.0804 0.7214 -0.1293 0.25
H -4.5319 -1.0708 -4.0135 0.22
H 0.7246 1.2981 -0.6111 0.24
H 1.5646 -2.3333 1.5584 0.19
H -2.4153 -1.0848 -2.1001 0.42
H 4.7037 2.4821 -1.9361 0.41
H 4.6311 -1.6635 0.5354 0.40
H 5.8761 -0.6256 2.5529 0.22
H 4.3323 -1.4015 2.9994 0.22
H 4.6654 0.2667 3.5056 0.25
H 6.2849 0.1450 -1.0876 0.20
H 6.8740 1.7703 -1.4804 0.21
H 6.1350 1.4687 0.1005 0.20
H 2.1390 -2.1747 -0.7404 0.21
H 1.5605 -0.8858 -1.7592 0.24
H 4.0377 -1.1922 -1.6137 0.22
```

Its lowest unoccupied orbital energy is 0.299 eV. For the HOMO energy, the calculation gives -8.30 eV. Its SMILES is CNC(=O)[C@H](Cc1ccccc1)NC(C)=O.O=C(O)c1c[nH]c2ccc(Br)cc12. The orbital gap is 0.316 Ha.

C46H44NOP2W as an isolated structure at a distorted geometry, computed with ωB97M-V/def2-TZVPD.

```
95
Properties=species:S:1:pos:R:3:lowdin_charge:R:1
W 0.8395 0.1057 0.1881 0.99
P 0.1908 2.4373 -0.2559 1.00
C -0.4403 0.1125 1.5810 -0.37
O -1.3500 0.1132 2.3908 0.06
P 0.0978 -2.3568 -0.0086 1.03
C 0.0841 3.3561 1.3028 -0.37
C -1.3094 2.9542 -1.1475 -0.37
C 1.5554 3.2688 -1.1635 -0.35
C 1.6557 -3.3180 -0.3193 -0.36
C -0.5559 -3.1681 1.4773 -0.38
C -1.1036 -2.8284 -1.3231 -0.37
C 1.1997 4.0546 1.7956 -0.07
C 1.1694 4.6578 3.0545 -0.06
C 0.0236 4.5337 3.8499 -0.06
C -1.0943 3.8210 3.3847 -0.06
C -1.0508 3.2090 2.1255 -0.11
H 2.1051 4.1222 1.1985 0.10
H 2.0553 5.2096 3.4162 0.13
H 0.0072 4.9848 4.8482 0.12
H -1.9946 3.7388 4.0114 0.13
H -1.9033 2.6134 1.7926 0.12
C 2.8740 2.9082 -0.8204 -0.15
C 3.9417 3.3961 -1.5724 -0.05
C 3.6685 4.2210 -2.6690 -0.03
C 2.3576 4.4518 -3.1000 -0.03
C 1.2905 3.9453 -2.3668 -0.06
H 3.0758 2.1392 -0.0567 0.06
H 4.9526 3.0585 -1.3282 0.12
H 4.4951 4.6398 -3.2482 0.13
H 2.1412 4.9694 -4.0356 0.13
H 0.2758 3.9661 -2.7839 0.12
C -1.8423 4.2302 -0.9000 -0.07
C -3.0050 4.6271 -1.5616 -0.03
C -3.6641 3.7380 -2.4230 -0.03
C -3.1489 2.4516 -2.6304 -0.05
C -1.9861 2.0383 -1.9780 -0.09
H -1.3944 4.8767 -0.1404 0.12
H -3.4188 5.6143 -1.3601 0.13
H -4.6069 4.0327 -2.8857 0.13
H -3.6859 1.7387 -3.2603 0.12
H -1.6362 1.0042 -2.0635 0.08
C -1.8236 -3.7878 1.4994 -0.04
C -2.3095 -4.3692 2.6795 -0.04
C -1.5480 -4.3155 3.8512 -0.04
C -0.2958 -3.6645 3.8559 -0.06
C 0.1778 -3.0782 2.6750 -0.13
H -2.4479 -3.7791 0.6080 0.11
H -3.3036 -4.8509 2.6786 0.13
H -1.9201 -4.7744 4.7758 0.13
H 0.3042 -3.6032 4.7734 0.11
H 1.1214 -2.5212 2.7055 0.09
C 2.5301 -2.8056 -1.2874 -0.16
C 3.7644 -3.4156 -1.5065 -0.06
C 4.0712 -4.6095 -0.8570 -0.04
C 3.1723 -5.1619 0.0531 -0.04
C 1.9620 -4.5231 0.3445 -0.05
H 2.2295 -1.9362 -1.8769 0.07
H 4.4406 -2.9615 -2.2337 0.12
H 4.9904 -5.1499 -1.1025 0.13
H 3.3860 -6.1234 0.5176 0.12
H 1.2299 -4.9642 1.0190 0.11
C -0.8924 -3.9482 -2.1432 -0.06
C -1.8445 -4.2972 -3.1155 -0.03
C -2.9921 -3.5105 -3.3004 -0.03
C -3.1641 -2.3475 -2.5330 -0.06
C -2.2217 -1.9971 -1.5612 -0.12
H 0.0322 -4.5208 -2.0363 0.11
H -1.6916 -5.1856 -3.7348 0.13
H -3.7330 -3.7982 -4.0574 0.13
H -4.0349 -1.7054 -2.7078 0.12
H -2.3547 -1.0709 -0.9935 0.09
H 1.9863 0.2738 -1.9181 0.18
H 1.1978 0.2488 -1.6745 0.04
C 0.0511 1.0105 5.4961 0.01
N 1.0641 0.3599 4.6849 -0.03
C 1.8581 -0.6165 5.4194 0.02
C 1.6530 1.2763 3.7282 -0.11
C 2.7185 0.7463 2.7753 -0.18
C 3.9942 0.4699 3.2587 -0.01
C 4.9277 -0.1530 2.4437 -0.01
C 4.6549 -0.5371 1.1410 -0.02
C 3.4279 -0.2345 0.5494 -0.12
C 2.5047 0.5133 1.3713 -0.24
H 0.3445 1.9668 5.9897 0.15
H -0.2983 0.3255 6.2816 0.12
H -0.8126 1.2345 4.8572 0.10
H 2.2080 -1.3974 4.7354 0.11
H 2.7192 -0.2072 5.9860 0.14
H 1.1731 -1.1001 6.1420 0.12
H 0.8035 1.7441 3.2186 0.09
H 2.1411 2.1421 4.2111 0.17
H 4.2305 0.6792 4.2950 0.13
H 5.8982 -0.3744 2.8638 0.13
H 5.4611 -1.0636 0.6349 0.13
H 3.1588 -0.6032 -0.4630 0.06
```

The total charge is +3. Its lowest unoccupied orbital energy (alpha / beta) is -10.182 / -11.320 eV. For the HOMO energy (alpha / beta), the calculation gives -16.23 / -16.21 eV. As for the spin multiplicity: 3. The orbital gap (alpha / beta) is 0.222 / 0.180 Ha.

| no. | molecular weight (u) |
| --- | --- |
| 1 | 638.0 |
| 2 | 721.0 |
| 3 | 248.2 |
| 4 | 460.3 |
| 5 | 872.7 |